The following is a DFT calculation (wB97M-V/def2-TZVPD) of a molecular structure, C22H43BIrN8Si.

Total energy   -1720.6431 hartree
Orbital gap (alpha / beta)   6.0401 / 6.0377 eV
Net charge   +1
Strongest force on any atom   2.30 eV/Å
LUMO (alpha / beta)   -3.7 / -3.7 eV
Energy relative to the best compared isomer or geometry (same formula, charge and spin)   108.9 kcal/mol

```
76
C22H43BIrN8Si wB97M-V/def2-TZVPD
H -5.087 2.429 -1.159
B -2.776 0.782 0.222
C 4.944 -1.936 2.000
C 2.911 -1.353 -2.506
H 0.649 -2.864 1.871
H 2.540 0.480 4.235
H 5.758 -1.950 2.717
H 2.477 -2.595 -4.194
C -0.846 3.171 2.301
N -1.780 1.652 1.004
H 4.378 -2.851 2.138
C -2.524 -2.750 1.331
H -0.648 -1.149 -3.033
H 1.391 -0.256 1.496
H -2.863 -3.676 1.746
H -5.221 -1.140 0.301
C 1.937 -1.897 -3.552
H 1.769 3.902 1.456
H 1.090 -3.356 -2.209
H -0.312 0.923 -4.819
H -0.699 3.948 3.020
H 4.060 -0.219 4.763
H 3.874 -1.161 -2.997
H 2.482 0.638 -2.508
H -4.069 3.183 1.769
H 3.074 -2.110 -1.736
N -1.335 1.043 -1.830
C 3.232 -0.339 4.072
H 5.135 1.280 0.852
H -3.802 1.890 2.939
N -1.211 -1.175 0.486
H -0.927 -2.242 -1.850
H -4.954 -0.691 1.980
C 4.893 1.174 1.905
H -5.323 0.729 -1.569
C -2.042 2.562 1.960
H 3.089 0.091 -1.086
H 5.832 1.112 2.447
C -1.220 -2.420 0.965
H 1.997 2.393 0.542
H 4.390 2.080 2.225
N -0.462 1.652 0.732
N -2.558 1.070 -1.276
C -2.760 1.803 -3.348
Ir 0.339 0.019 -0.654
H 5.386 -1.971 1.010
C -0.240 1.599 -3.968
H -5.403 1.965 -2.835
H -0.264 -4.274 1.323
C -3.448 1.526 -2.177
H 0.651 1.364 -3.390
H -5.185 -2.391 1.559
H 2.719 -1.260 4.330
C 1.581 2.831 1.447
H 2.078 2.396 2.312
C -4.748 -1.452 1.229
H -3.879 1.043 0.527
C -3.287 -1.630 1.042
C -4.901 1.670 -1.918
H 0.571 -3.242 0.150
Si 3.850 -0.395 2.263
C -3.388 2.811 2.531
H 2.321 -1.511 0.546
C -1.429 1.486 -3.082
C 0.123 2.566 1.503
N -0.197 -1.714 -2.319
N -2.464 -0.694 0.534
C 0.007 -3.250 1.081
H 1.578 -1.082 -4.180
N 2.437 -0.129 -1.840
C 0.742 -2.638 -2.956
H -3.319 3.545 3.329
H -0.154 2.611 -4.359
H 0.246 -3.204 -3.756
H -3.165 2.184 -4.261
C 2.354 -0.634 1.176
```